No. 1
The following is a DFT calculation (wB97M-V/def2-TZVPD) of C9H16N2O3 in the gas phase at a distorted geometry.

Bonds (Å) are listed after each position.
Atoms and positions in Å:
1 C -1.121 -1.111 -0.273  C2 1.343, N10 1.411, H15 1.080
2 C -1.774 -0.307 0.582  C1 1.343, C3 1.435, O13 1.415
3 C -1.094 0.759 1.260  C2 1.435, C4 1.568, H16 1.133, H17 1.129
4 C 0.120 1.294 0.423  C3 1.568, N11 1.727, O12 1.349, O14 1.360
5 C 2.312 -0.515 0.337  C6 1.539, C7 1.576, N11 1.360
6 C 2.687 -1.940 -0.105  C5 1.539, H18 1.115, H19 1.113, H20 1.107
7 C 3.516 0.491 0.497  C5 1.576, H21 1.114, H22 1.056, H23 1.108
8 C -3.901 -1.177 0.047  O13 1.388, H24 1.147, H25 1.085, H26 1.123
9 C -0.861 1.476 -1.903  O14 1.494, H27 1.143, H28 1.150, H29 1.093
10 N 0.286 -1.082 -0.385  C1 1.411, N11 1.290
11 N 1.013 -0.159 0.148  C4 1.727, C5 1.360, N10 1.290
12 O 0.840 2.121 1.208  C4 1.349, H30 0.924
13 O -3.154 -0.363 0.888  C2 1.415, C8 1.388
14 O 0.034 1.906 -0.788  C4 1.360, C9 1.494
15 H -1.746 -1.922 -0.617  C1 1.080
16 H -1.863 1.565 1.463  C3 1.133
17 H -0.730 0.360 2.251  C3 1.129
18 H 2.053 -2.534 0.594  C6 1.115
19 H 3.798 -1.957 -0.172  C6 1.113
20 H 2.322 -1.999 -1.148  C6 1.107
21 H 3.235 1.465 0.959  C7 1.114
22 H 4.027 0.549 -0.425  C7 1.056
23 H 4.175 0.080 1.287  C7 1.108
24 H -3.837 -0.771 -1.024  C8 1.147
25 H -4.907 -0.882 0.326  C8 1.085
26 H -3.543 -2.226 0.226  C8 1.123
27 H -0.621 2.193 -2.761  C9 1.143
28 H -1.918 1.571 -1.458  C9 1.150
29 H -0.628 0.420 -2.068  C9 1.093
30 H 1.279 2.695 0.631  O12 0.924

Gap between HOMO and LUMO (Ha): 0.25808
Spin multiplicity: 1
E (eV): -18709.7282
Charge: 0
E_HOMO (hartree): -0.230

Calculated atomic charges, method natural (NBO), unit e: atom 1 (C): -0.144, atom 2 (C): 0.206, atom 3 (C): -0.523, atom 4 (C): 0.744, atom 5 (C): 0.203, atom 6 (C): -0.671, atom 7 (C): -0.655, atom 8 (C): -0.260, atom 9 (C): -0.259, atom 10 (N): -0.467, atom 11 (N): -0.147, atom 12 (O): -0.681, atom 13 (O): -0.520, atom 14 (O): -0.561, atom 15 (H): 0.212, atom 16 (H): 0.253, atom 17 (H): 0.252, atom 18 (H): 0.252, atom 19 (H): 0.213, atom 20 (H): 0.237, atom 21 (H): 0.222, atom 22 (H): 0.213, atom 23 (H): 0.220, atom 24 (H): 0.169, atom 25 (H): 0.201, atom 26 (H): 0.182, atom 27 (H): 0.210, atom 28 (H): 0.193, atom 29 (H): 0.220, atom 30 (H): 0.486

No. 2
The following is a DFT calculation (wB97M-V/def2-TZVPD) of a gas-phase ion, C9H16N3O2 (charge +1) at a distorted geometry.

Bonds (Å) are listed after each position.
Atoms and positions in Å:
1 C -2.421 -0.362 1.391  C6 1.513, N10 1.371, O13 1.193
2 C -0.796 -2.030 1.659  C7 1.501, N10 1.378, O14 1.198
3 C 2.678 -0.183 0.356  C4 1.475, C5 1.581, H15 1.204, H16 1.140
4 C 1.713 0.766 0.941  C3 1.475, N11 1.488, H17 1.123, H18 1.122
5 C 1.975 -1.179 -0.650  C3 1.581, N12 1.480, H19 1.066, H20 1.099
6 C -1.751 -0.272 0.037  C1 1.513, C9 1.482, H21 1.160
7 C -0.019 -0.990 0.906  C2 1.501, N11 1.330, N12 1.609
8 C -2.589 1.773 -1.119  C9 1.550, H22 1.045, H23 1.069, H24 1.065
9 C -1.362 1.051 -0.507  C6 1.482, C8 1.550, H25 1.039, H26 1.080
10 N -2.033 -1.527 2.000  C1 1.371, C2 1.378, H27 1.041
11 N 0.716 -0.122 1.596  C4 1.488, C7 1.330, H28 1.013
12 N 0.821 -1.925 -0.099  C5 1.480, C7 1.609, H29 1.003, H30 1.073
13 O -3.113 0.484 1.869  C1 1.193
14 O -0.464 -3.163 1.869  C2 1.198
15 H 3.384 0.377 -0.443  C3 1.204
16 H 3.363 -0.841 0.987  C3 1.140
17 H 2.155 1.450 1.716  C4 1.123
18 H 1.211 1.333 0.113  C4 1.122
19 H 1.577 -0.750 -1.541  C5 1.066
20 H 2.743 -1.926 -0.898  C5 1.099
21 H -2.007 -1.057 -0.777  C6 1.160
22 H -3.285 1.958 -0.362  C8 1.045
23 H -2.722 1.003 -1.848  C8 1.069
24 H -2.357 2.692 -1.604  C8 1.065
25 H -0.955 1.549 0.309  C9 1.039
26 H -0.514 1.129 -1.171  C9 1.080
27 H -2.597 -2.101 2.660  N10 1.041
28 H 0.056 0.288 2.246  N11 1.013
29 H 0.352 -2.391 -0.854  N12 1.003
30 H 1.045 -2.826 0.439  N12 1.073

Gap between HOMO and LUMO (Ha): 0.34899
Spin multiplicity: 1
E (eV): -18148.8429
Charge: +1
E_HOMO (hartree): -0.465

Calculated atomic charges, method natural (NBO), unit e: atom 1 (C): 0.626, atom 2 (C): 0.634, atom 3 (C): -0.426, atom 4 (C): -0.239, atom 5 (C): -0.231, atom 6 (C): -0.235, atom 7 (C): 0.301, atom 8 (C): -0.592, atom 9 (C): -0.450, atom 10 (N): -0.646, atom 11 (N): -0.652, atom 12 (N): -0.559, atom 13 (O): -0.496, atom 14 (O): -0.553, atom 15 (H): 0.254, atom 16 (H): 0.251, atom 17 (H): 0.258, atom 18 (H): 0.207, atom 19 (H): 0.217, atom 20 (H): 0.237, atom 21 (H): 0.241, atom 22 (H): 0.235, atom 23 (H): 0.202, atom 24 (H): 0.226, atom 25 (H): 0.195, atom 26 (H): 0.210, atom 27 (H): 0.457, atom 28 (H): 0.419, atom 29 (H): 0.440, atom 30 (H): 0.466

No. 3
The following is a DFT calculation (wB97M-V/def2-TZVPD) of a gas-phase ion, C9H16N3O3S2 (charge -1) at a distorted geometry.

Bonds (Å) are listed after each position.
Atoms and positions in Å:
1 O 0.461 2.492 2.665  C6 1.216
2 O 1.505 2.371 -0.704  C7 1.219
3 O -2.797 -0.124 -2.127  C8 1.216
4 S 1.211 -2.138 0.554  C14 1.843
5 S 1.301 1.540 -3.907  C15 1.857, H18 1.340
6 C 0.183 1.308 2.654  O1 1.216, N10 1.327, C12 1.526
7 C 1.357 1.206 -0.378  O2 1.219, N11 1.323, C16 1.547
8 C -1.703 -0.373 -1.657  O3 1.216, N9 1.327, C17 1.559
9 N -1.497 -1.229 -0.665  C8 1.327, C13 1.427, H19 1.001
10 N 0.786 0.373 1.930  C6 1.327, C16 1.469, H20 1.015
11 N 0.600 0.348 -1.042  C7 1.323, C17 1.471, H21 1.045
12 C -0.950 0.814 3.549  C6 1.526, H22 1.078, H23 1.074, H24 1.107
13 C -2.477 -2.056 -0.040  N9 1.427, H25 1.114, H26 1.090, H27 1.079
14 C 2.495 -0.840 0.797  S4 1.843, C16 1.574, H28 1.123, H29 1.082
15 C 0.049 0.255 -3.429  S5 1.857, C17 1.523, H30 1.104, H31 1.080
16 C 1.858 0.591 0.950  C7 1.547, N10 1.469, C14 1.574, H32 1.087
17 C -0.479 0.520 -2.026  C8 1.559, N11 1.471, C15 1.523, H33 1.098
18 H 1.679 1.946 -2.687  S5 1.340
19 H -0.554 -1.293 -0.334  N9 1.001
20 H 0.514 -0.604 1.961  N10 1.015
21 H 0.686 -0.623 -0.667  N11 1.045
22 H -1.470 1.651 3.987  C12 1.078
23 H -0.564 0.028 4.172  C12 1.074
24 H -1.738 0.345 2.928  C12 1.107
25 H -3.004 -2.628 -0.837  C13 1.114
26 H -3.224 -1.506 0.531  C13 1.090
27 H -1.965 -2.787 0.567  C13 1.079
28 H 3.172 -0.886 -0.097  C14 1.123
29 H 3.074 -1.060 1.684  C14 1.082
30 H 0.509 -0.737 -3.574  C15 1.104
31 H -0.776 0.311 -4.124  C15 1.080
32 H 2.622 1.236 1.379  C16 1.087
33 H -0.861 1.550 -2.014  C17 1.098

Gap between HOMO and LUMO (Ha): 0.28499
Spin multiplicity: 1
E (eV): -41878.9054
Charge: -1
E_HOMO (hartree): -0.171

Calculated atomic charges, method natural (NBO), unit e: atom 1 (O): -0.647, atom 2 (O): -0.644, atom 3 (O): -0.662, atom 4 (S): -0.586, atom 5 (S): -0.129, atom 6 (C): 0.677, atom 7 (C): 0.681, atom 8 (C): 0.670, atom 9 (N): -0.638, atom 10 (N): -0.644, atom 11 (N): -0.689, atom 12 (C): -0.708, atom 13 (C): -0.410, atom 14 (C): -0.514, atom 15 (C): -0.485, atom 16 (C): -0.144, atom 17 (C): -0.139, atom 18 (H): 0.176, atom 19 (H): 0.421, atom 20 (H): 0.423, atom 21 (H): 0.404, atom 22 (H): 0.230, atom 23 (H): 0.219, atom 24 (H): 0.216, atom 25 (H): 0.196, atom 26 (H): 0.193, atom 27 (H): 0.216, atom 28 (H): 0.210, atom 29 (H): 0.206, atom 30 (H): 0.214, atom 31 (H): 0.224, atom 32 (H): 0.222, atom 33 (H): 0.241